{"formula": "C23H57ClN3O9P2", "method": "ωB97M-V with the def2-TZVPD basis set", "fmax_ev_per_a": 1.129, "total_charge": 1, "e_tot_ha": -2894.47782, "multiplicity": 1, "gap_ev": 5.697, "symbols": ["C", "C", "C", "O", "O", "C", "C", "P", "P", "O", "Cl", "H", "H", "H", "H", "H", "H", "H", "H", "H", "H", "H", "H", "C", "O", "C", "C", "N", "C", "C", "O", "C", "H", "H", "H", "H", "H", "H", "H", "H", "H", "H", "H", "H", "H", "H", "H", "C", "O", "C", "C", "N", "C", "C", "O", "C", "H", "H", "H", "H", "H", "H", "H", "H", "H", "H", "H", "H", "H", "H", "H", "C", "O", "C", "C", "N", "C", "C", "O", "C", "H", "H", "H", "H", "H", "H", "H", "H", "H", "H", "H", "H", "H", "H", "H"], "positions_angstrom": [[-4.535, -0.778, -3.132], [-4.384, -2.098, -3.935], [-4.756, -1.912, -5.369], [-5.822, -2.114, -5.836], [-3.742, -1.389, -6.172], [-3.398, -2.210, -7.269], [-2.766, -3.556, -6.831], [-1.418, -4.053, -7.911], [0.564, -2.922, -7.644], [-0.100, -1.454, -7.790], [0.513, -3.167, -5.637], [-5.037, 0.004, -3.712], [-5.099, -0.963, -2.210], [-3.549, -0.407, -2.826], [-3.357, -2.475, -3.825], [-5.060, -2.872, -3.543], [-4.286, -2.399, -7.887], [-2.688, -1.621, -7.867], [-3.503, -4.370, -6.780], [-2.291, -3.429, -5.842], [-1.090, -5.373, -7.604], [-1.797, -3.995, -9.253], [-0.062, -0.900, -6.990], [2.092, -0.410, 1.219], [2.620, -0.998, 0.040], [3.134, -2.309, 0.217], [2.294, -3.305, -0.550], [0.977, -3.444, 0.053], [0.024, -4.208, -0.734], [-0.425, -3.610, -2.063], [-1.179, -2.417, -1.945], [-0.408, -1.227, -1.834], [1.826, 0.617, 0.973], [1.189, -0.927, 1.560], [2.834, -0.397, 2.020], [3.168, -2.574, 1.278], [4.157, -2.327, -0.171], [2.787, -4.282, -0.542], [2.259, -2.957, -1.595], [0.596, -2.524, 0.236], [-0.872, -4.359, -0.127], [0.448, -5.200, -0.926], [-1.079, -4.340, -2.552], [0.426, -3.434, -2.736], [0.541, -1.307, -2.372], [-0.210, -0.970, -0.792], [-0.990, -0.414, -2.269], [-6.087, 1.620, 2.800], [-5.758, 1.829, 1.441], [-5.417, 3.171, 1.117], [-3.972, 3.260, 0.680], [-3.075, 3.000, 1.796], [-1.671, 2.871, 1.433], [-1.276, 1.692, 0.554], [-1.425, 0.430, 1.179], [-2.705, -0.166, 1.058], [-6.405, 0.584, 2.898], [-5.232, 1.793, 3.464], [-6.908, 2.270, 3.116], [-5.600, 3.830, 1.970], [-6.059, 3.494, 0.293], [-3.775, 4.265, 0.296], [-3.837, 2.552, -0.152], [-3.374, 2.154, 2.265], [-1.091, 2.803, 2.356], [-1.358, 3.792, 0.930], [-0.210, 1.792, 0.328], [-1.805, 1.697, -0.408], [-3.190, 0.118, 0.120], [-3.366, 0.094, 1.889], [-2.564, -1.247, 1.068], [3.706, 4.663, 6.265], [4.869, 4.722, 5.467], [6.059, 4.306, 6.128], [6.614, 3.055, 5.487], [5.739, 1.917, 5.728], [6.089, 0.709, 4.995], [5.988, 0.745, 3.475], [4.664, 0.886, 2.989], [4.201, 2.216, 2.852], [2.891, 5.081, 5.676], [3.449, 3.636, 6.550], [3.818, 5.257, 7.178], [5.866, 4.138, 7.191], [6.795, 5.110, 6.038], [7.598, 2.841, 5.916], [6.757, 3.267, 4.418], [4.790, 2.183, 5.493], [5.439, -0.095, 5.350], [7.114, 0.428, 5.261], [6.346, -0.216, 3.098], [6.630, 1.518, 3.035], [5.019, 2.902, 2.616], [3.691, 2.576, 3.750], [3.485, 2.230, 2.029]], "mulliken_charge": [-0.88, 0.69, 0.20, -0.53, -0.36, -0.74, 0.17, 0.08, 0.31, -0.43, -0.02, 0.43, 0.32, 0.00, -0.48, 0.39, 0.36, 0.48, 0.45, -0.22, 0.18, 0.21, 0.36, -0.24, -0.40, -0.88, -0.11, -0.20, -1.08, -0.09, -0.13, -0.37, -0.18, 0.33, 0.30, 0.38, 0.43, 0.44, 0.10, -0.05, 0.39, 0.46, 0.31, 0.07, 0.27, -0.11, 0.35, -0.77, -0.33, -0.81, -0.10, -0.29, -1.21, -0.08, -0.35, -0.71, 0.24, 0.32, 0.36, 0.41, 0.40, 0.39, 0.06, 0.14, 0.39, 0.48, 0.36, 0.26, 0.26, 0.27, 0.32, -0.74, -0.35, -0.80, -0.21, -0.30, -0.77, -0.55, -0.25, -0.69, 0.24, 0.31, 0.36, 0.40, 0.39, 0.39, 0.18, 0.10, 0.38, 0.41, 0.36, 0.34, 0.34, 0.25, 0.22]}